i:
Here is a 11-piece molecular cluster, C28H50Cl2F18N3O14 overall from the OMol25 dataset. Energies are from the ωB97M-V functional and the def2-TZVPD basis.

The geometry in ORCA input format:
```
! RIJCOSX wB97M-V def2-TZVPD def2/J DEFGRID3
* xyz 1 1
N -1.353 -1.724 -2.833
H -0.422 -1.357 -2.440
H -2.021 -2.021 -2.122
H -1.122 -2.499 -3.457
H -1.707 -0.956 -3.395
N 1.575 1.438 -3.233
H 1.556 2.152 -2.464
H 1.304 0.588 -2.654
H 2.495 1.392 -3.658
H 0.827 1.573 -3.904
N -0.834 3.966 -2.612
H -0.191 3.418 -1.969
H -1.255 3.386 -3.329
H -0.274 4.722 -2.998
H -1.598 4.293 -1.997
O 0.814 -0.644 -1.776
C 0.914 -0.105 -0.490
C 0.407 1.367 -0.334
O 0.996 2.316 -1.181
H 1.973 -0.076 -0.184
H 0.458 -0.830 0.199
H 0.392 1.618 0.735
H -0.676 1.283 -0.572
C -4.030 2.046 -0.611
C -4.006 0.599 -1.077
O -4.780 0.558 -2.270
C -4.896 -0.569 -2.965
O -4.478 -1.625 -2.601
C -5.444 -0.316 -4.381
F -6.285 -1.266 -4.736
F -6.033 0.863 -4.500
F -4.382 -0.342 -5.192
H -3.809 2.249 0.437
H -4.976 2.546 -0.816
H -3.264 2.621 -1.143
H -4.480 -0.050 -0.339
H -2.972 0.285 -1.234
C 2.373 -4.000 0.015
C 1.276 -3.918 -1.037
O 1.051 -5.209 -1.579
C 0.245 -5.293 -2.618
O -0.331 -4.378 -3.143
C 0.058 -6.723 -3.127
F 0.275 -6.767 -4.441
F 0.807 -7.615 -2.505
F -1.232 -7.060 -2.940
H 3.344 -3.673 -0.364
H 2.468 -5.029 0.365
H 2.216 -3.356 0.878
H 1.494 -3.170 -1.799
H 0.370 -3.583 -0.519
C 7.551 -2.908 0.259
C 6.080 -2.990 -0.096
O 5.516 -1.696 -0.305
C 5.725 -1.041 -1.437
O 6.395 -1.498 -2.317
C 4.932 0.256 -1.586
F 5.733 1.188 -2.143
F 3.897 0.083 -2.434
F 4.524 0.761 -0.422
H 8.117 -2.359 -0.494
H 7.999 -3.896 0.129
H 7.605 -2.500 1.264
H 5.586 -3.419 0.777
H 5.826 -3.649 -0.928
C -1.994 3.729 3.297
C -2.115 3.955 1.801
O -2.674 5.275 1.664
C -2.755 5.799 0.479
O -2.471 5.223 -0.543
C -3.183 7.269 0.414
F -2.152 8.013 -0.015
F -4.186 7.399 -0.467
F -3.575 7.723 1.608
H -1.161 4.302 3.701
H -1.950 2.669 3.531
H -2.878 4.150 3.780
H -2.725 3.166 1.359
H -1.156 3.983 1.281
C 2.116 -1.187 2.286
C 0.928 -1.515 3.191
O 0.748 -0.584 4.263
C 0.271 0.629 4.096
O -0.098 1.041 3.039
C 0.255 1.455 5.405
F 1.071 0.941 6.298
F 0.599 2.704 5.132
F -0.985 1.488 5.891
H 2.994 -1.059 2.920
H 2.012 -0.427 1.518
H 2.354 -2.096 1.725
H 1.039 -2.493 3.653
H 0.034 -1.682 2.583
C -1.940 -0.196 2.110
C -1.657 -1.700 2.055
O -2.851 -2.462 1.943
C -3.251 -2.845 0.751
O -2.812 -2.469 -0.292
C -4.268 -3.974 0.775
F -5.383 -3.618 0.149
F -3.791 -5.066 0.203
F -4.581 -4.276 2.042
H -0.989 0.315 2.249
H -2.663 0.036 2.891
H -2.408 0.082 1.162
H -1.194 -1.974 3.004
H -0.972 -1.953 1.247
Cl 4.626 3.224 2.954
C 3.200 2.322 2.411
C 2.236 3.183 1.576
Cl 2.100 4.874 2.066
H 2.774 2.013 3.365
H 3.430 1.417 1.857
H 1.263 2.710 1.715
H 2.446 3.030 0.519
*
```

The value obtained for the HOMO energy is -10.8 eV.

ii:
Here is a 11-piece molecular cluster, C28H50Cl2F18N3O14 overall from the OMol25 dataset. Energies are from the ωB97M-V functional and the def2-TZVPD basis.

The geometry in ORCA input format:
```
! RIJCOSX wB97M-V def2-TZVPD def2/J DEFGRID3
* xyz 1 1
N -17.706 10.639 -16.852
H -17.945 10.891 -15.904
H -17.433 9.667 -16.903
H -16.976 11.189 -17.283
H -18.465 10.677 -17.517
N -18.793 11.468 -22.934
H -17.801 11.405 -22.755
H -19.135 11.083 -22.066
H -19.087 10.948 -23.749
H -19.154 12.409 -23.006
N -14.221 5.996 -19.596
H -14.076 5.086 -20.010
H -15.090 6.063 -19.086
H -14.314 6.715 -20.299
H -13.443 6.235 -18.996
O -20.243 9.307 -19.588
C -20.504 7.854 -19.606
C -19.257 6.880 -19.653
O -18.332 6.815 -18.557
H -21.118 7.642 -20.481
H -21.235 7.583 -18.844
H -18.607 7.237 -20.452
H -19.528 5.895 -20.033
C -21.278 1.588 -16.971
C -22.581 1.224 -16.287
O -23.602 1.225 -17.280
C -24.349 2.352 -17.483
O -24.333 3.397 -16.812
C -25.103 2.417 -18.756
F -26.349 2.614 -18.408
F -24.767 3.473 -19.483
F -25.032 1.308 -19.553
H -20.358 1.602 -16.387
H -21.347 2.545 -17.489
H -21.127 0.798 -17.707
H -22.832 1.948 -15.512
H -22.515 0.282 -15.742
C -25.267 10.028 -15.443
C -26.330 10.342 -14.510
O -27.037 9.216 -13.988
C -26.572 8.606 -12.878
O -25.571 8.943 -12.272
C -27.367 7.345 -12.509
F -27.883 7.522 -11.255
F -28.396 7.192 -13.300
F -26.597 6.256 -12.641
H -25.030 10.964 -15.950
H -25.691 9.289 -16.124
H -24.458 9.452 -14.993
H -27.005 11.016 -15.039
H -25.861 10.962 -13.746
C -24.819 12.893 -22.154
C -25.497 13.645 -21.070
O -26.175 14.732 -21.740
C -26.172 16.040 -21.250
O -25.585 16.411 -20.206
C -27.026 16.950 -22.205
F -28.307 16.711 -22.096
F -26.816 18.298 -22.047
F -26.752 16.628 -23.454
H -24.416 11.997 -21.681
H -23.937 13.454 -22.464
H -25.445 12.656 -23.014
H -24.711 14.051 -20.433
H -26.103 12.970 -20.466
C -15.816 1.881 -23.265
C -16.475 1.785 -24.699
O -15.825 0.931 -25.638
C -14.746 1.419 -26.279
O -14.334 2.576 -26.101
C -14.270 0.468 -27.407
F -12.925 0.499 -27.457
F -14.719 -0.753 -27.026
F -14.748 0.701 -28.638
H -15.719 0.884 -22.835
H -16.543 2.400 -22.639
H -14.997 2.591 -23.144
H -16.705 2.798 -25.030
H -17.415 1.265 -24.513
C -24.737 12.196 -27.997
C -24.464 10.871 -28.702
O -24.447 9.719 -27.889
C -23.568 9.500 -26.902
O -22.719 10.322 -26.542
C -23.642 8.065 -26.243
F -24.312 7.254 -27.064
F -22.433 7.568 -25.916
F -24.286 8.149 -25.085
H -25.292 12.864 -28.656
H -23.844 12.699 -27.628
H -25.359 11.886 -27.158
H -23.591 10.924 -29.352
H -25.213 10.738 -29.482
C -14.712 2.912 -15.483
C -14.646 1.429 -15.907
O -13.209 0.988 -16.024
C -12.333 1.376 -16.964
O -12.480 2.420 -17.536
C -11.037 0.461 -17.044
F -11.274 -0.703 -16.518
F -10.608 0.331 -18.344
F -10.080 1.140 -16.449
H -14.583 3.234 -14.450
H -15.695 3.292 -15.760
H -13.954 3.513 -15.987
H -15.162 1.257 -16.851
H -15.262 0.869 -15.203
Cl -20.010 5.066 -11.514
C -21.013 6.048 -12.582
C -20.277 6.728 -13.706
Cl -19.399 8.109 -13.048
H -21.500 6.814 -11.978
H -21.758 5.345 -12.955
H -21.044 6.945 -14.450
H -19.516 6.106 -14.178
*
```

The value obtained for the HOMO energy is -7.1 eV.

Need the numbers? Relative energies in kcal/mol: i 0.0; ii 202.2.

i:
Here is C4H7FS as an isolated structure from the OMol25 dataset. Energies are from the ωB97M-V functional and the def2-TZVPD basis.

The geometry in ORCA input format:
```
! RIJCOSX wB97M-V def2-TZVPD def2/J DEFGRID3
* xyz 0 1
C 1.255 -0.400 -0.350
C -0.013 0.406 -0.022
C -0.861 -0.306 1.168
C -1.290 -0.323 -0.202
H 1.890 -0.736 0.784
H 0.979 -1.407 -1.011
H 1.730 0.117 -1.071
H 1.728 2.381 -1.109
H -1.350 0.124 2.166
H -0.296 -1.271 1.041
H -1.240 -1.235 -0.959
F -2.278 0.553 -0.625
S -0.254 2.096 0.189
*
```

The value obtained for the HOMO energy is -8.4 eV.

ii:
Here is one molecule with the formula C4H7FS from the OMol25 dataset. Energies are from the ωB97M-V functional and the def2-TZVPD basis.

The geometry in ORCA input format:
```
! RIJCOSX wB97M-V def2-TZVPD def2/J DEFGRID3
* xyz 0 1
C -0.453 0.618 -2.190
C -0.196 0.631 -0.898
F 0.169 1.817 -0.378
C -0.585 -0.429 0.081
C 0.469 -0.680 1.162
S 0.912 0.779 2.165
H -0.714 -0.275 -2.759
H -0.448 1.570 -2.742
H -0.771 -1.324 -0.515
H -1.499 -0.171 0.599
H 1.403 -1.033 0.690
H 0.085 -1.457 1.816
H 1.629 -0.047 2.969
*
```

The value obtained for the HOMO energy is -9.0 eV.

iii:
Here is one molecule with the formula C4H7FS from the OMol25 dataset. Energies are from the ωB97M-V functional and the def2-TZVPD basis.

The geometry in ORCA input format:
```
! RIJCOSX wB97M-V def2-TZVPD def2/J DEFGRID3
* xyz 0 1
F -1.472 -0.746 -1.169
C -0.995 -0.341 0.060
C -0.283 1.026 -0.084
C 1.187 0.857 -0.395
S 1.416 -0.993 -0.569
C 0.002 -1.387 0.472
H -1.877 -0.173 0.741
H -0.388 1.579 0.891
H -0.659 1.754 -0.784
H 1.574 1.142 -1.440
H 1.744 1.034 0.468
H -0.484 -2.389 0.232
H 0.234 -1.364 1.576
*
```

The value obtained for the HOMO energy is -8.6 eV.

Need the numbers? Relative energies in kcal/mol: i 163.5; ii 8.5; iii 0.0.

i:
Here is one molecule with the formula H2NO4P from the OMol25 dataset. Energies are from the ωB97M-V functional and the def2-TZVPD basis.

The geometry in ORCA input format:
```
! RIJCOSX wB97M-V def2-TZVPD def2/J DEFGRID3
* xyz 0 1
O -2.091 0.067 -0.939
N -1.694 0.168 0.166
P 0.188 0.313 -0.095
O 0.378 0.907 -1.439
O 0.975 1.037 1.040
O 0.712 -1.229 0.043
H 0.810 0.701 1.884
H 0.721 -1.964 -0.660
*
```

The value obtained for the HOMO energy is -9.4 eV.

ii:
Here is one molecule with the formula H2NO4P from the OMol25 dataset. Energies are from the ωB97M-V functional and the def2-TZVPD basis.

The geometry in ORCA input format:
```
! RIJCOSX wB97M-V def2-TZVPD def2/J DEFGRID3
* xyz 0 1
H 1.555 -1.450 -0.605
P 2.598 -0.521 -0.368
N 1.929 0.737 0.242
O 0.477 0.939 0.509
O -0.194 -0.339 0.330
O -1.485 -0.277 0.675
O -2.307 -0.011 -0.434
H -2.572 0.920 -0.350
*
```

The value obtained for the HOMO energy is -10.3 eV.

Need the numbers? Relative energies in kcal/mol: i 0.0; ii 228.7.